No. 1
Density functional theory data (ωB97M-V/def2-TZVPD) for a cluster of 3 separate species, CH8O2 in total at a distorted geometry.

Last column: natural (NBO) charge in e.
Atoms and positions in Å:
C1 1.41572 1.35278 0.59555  -0.86
H1 0.76814 0.54126 0.44140  0.22
H2 1.36315 1.92382 1.46463  0.22
H3 1.57873 2.24946 -0.12021  0.22
H4 2.51172 0.79818 0.42552  0.21
H5 -0.93171 0.03015 -1.44828  0.49
H6 -1.88041 -1.16914 -2.03329  0.49
O1 -1.74849 -0.42803 -1.49737  -0.97
H7 -1.10772 -1.16762 0.24310  0.48
H8 -1.34643 -2.28246 1.18456  0.46
O2 -0.62271 -1.84840 0.74439  -0.96

## Properties
**DFT total energy**: -5260.6929 eV
**Relative energy (zero: lowest compared OMol25 entry of this formula, charge and spin)**: 24.15 kcal per mole
**LUMO level**: 0.76 eV
**SMILES string**: C.O.O
**Orbital gap**: 12.0 eV

No. 2
Density functional theory data (ωB97M-V/def2-TZVPD) for a cluster of 3 separate species, CH8O2S in total at a distorted geometry.

Last column: natural (NBO) charge in e.
Atoms and positions in Å:
C1 -1.24445 -1.31834 0.48107  -0.70
S1 0.62372 -1.22916 0.64922  -0.10
H1 -1.62765 -2.30036 0.50111  0.21
H2 -1.77350 -0.81282 1.25962  0.21
H3 -1.47505 -0.78476 -0.45420  0.25
H4 0.78478 -0.75888 -0.56985  0.15
H5 0.88103 1.38559 0.86029  0.49
H6 -0.25936 2.40283 1.08069  0.47
O1 0.41580 2.20088 0.45975  -0.97
H7 0.29551 1.61241 -1.47285  0.50
H8 -0.19971 0.98708 -2.82026  0.47
O2 -0.30816 1.02982 -1.91706  -0.97

## Properties
**DFT total energy**: -16096.6649 eV
**Relative energy (zero: lowest compared OMol25 entry of this formula, charge and spin)**: 11.05 kcal per mole
**LUMO level**: 0.80 eV
**SMILES string**: CS.O.O
**Orbital gap**: 10.0 eV

No. 3
Density functional theory data (ωB97M-V/def2-TZVPD) for a cluster of 3 separate species, CH8O3 in total at a distorted geometry.

Last column: natural (NBO) charge in e.
Atoms and positions in Å:
C1 -0.22437 0.02477 1.50760  -0.26
O1 0.50816 -1.21849 1.18248  -0.77
H1 -1.18386 -0.38777 1.23860  0.19
H2 -0.07762 0.11396 2.59346  0.18
H3 0.15488 0.83529 0.89463  0.19
H4 0.93199 -1.54316 1.98754  0.47
H5 -2.44702 0.95596 -1.51609  0.48
H6 -1.03406 0.42270 -1.07718  0.47
O2 -1.57847 1.20769 -1.19265  -0.95
H7 1.88286 -0.67901 -1.33226  0.48
H8 1.10535 0.33851 -2.21366  0.47
O3 1.96216 -0.07044 -2.07247  -0.95

## Properties
**DFT total energy**: -7308.2591 eV
**Relative energy (zero: lowest compared OMol25 entry of this formula, charge and spin)**: 17.54 kcal per mole
**LUMO level**: 0.58 eV
**SMILES string**: CO.O.O
**Orbital gap**: 11.3 eV

No. 4
Density functional theory data (ωB97M-V/def2-TZVPD) for a cluster of 3 separate species, CH8O3 in total at a distorted geometry.

Last column: natural (NBO) charge in e.
Atoms and positions in Å:
O1 1.80784 1.80448 0.06131  -0.95
H1 1.70085 0.87007 0.28894  0.48
H2 1.65452 1.84043 -0.88949  0.47
O2 -1.43780 0.69600 -1.79123  -0.94
H3 -0.73654 0.56824 -1.13474  0.48
H4 -1.93173 -0.13009 -1.78573  0.46
C1 -0.40181 -0.77273 1.11395  -0.27
O3 0.56106 -0.85259 0.05315  -0.75
H5 -0.66263 0.27252 1.26120  0.20
H6 -1.25368 -1.43691 0.96710  0.17
H7 0.06321 -1.08383 2.06117  0.17
H8 0.63671 -1.77559 -0.20563  0.48

## Properties
**DFT total energy**: -7308.7938 eV
**Relative energy (zero: lowest compared OMol25 entry of this formula, charge and spin)**: 5.21 kcal per mole
**LUMO level**: 0.37 eV
**SMILES string**: CO.O.O
**Orbital gap**: 11.5 eV